Molecular formula: C2H4N4O2
Method: DFT, ωB97M-V with the def2-TZVPD basis set

Atoms and positions in Å:
C: -0.38 0.43 -0.18
C: 1.77 -0.61 -1.15
H: -1.44 0.37 2.51
H: -1.49 1.93 1.00
H: 2.64 -1.09 -1.45
H: -0.63 -1.56 0.27
N: -1.33 0.99 0.62
N: 0.51 1.16 -0.83
N: 1.60 0.62 -1.45
N: -0.36 -0.88 -0.41
O: -1.90 0.08 1.50
O: 1.02 -1.46 -0.42

Output
**Molecular weight**: 116.1 g/mol
**Relative energy (zero: lowest compared OMol25 entry of this formula, charge and spin)**: 558.92 kJ/mol
**LUMO level**: 0.0 eV
**HOMO**: -0.2969 Eh
**SMILES string**: ONC1=NN=CON1
**Frontier orbital gap**: 8.08 eV

---

Molecular formula: C28H49N2OP3SSc
Method: DFT, ωB97M-V with the def2-TZVPD basis set

Atoms and positions in Å:
Sc: 0.14 -0.47 0.45
P: -0.14 0.61 2.85
P: 2.53 -1.71 0.62
P: -0.45 -2.86 1.84
H: -6.88 -2.41 -4.02
C: -7.37 -2.80 -3.10
C: -7.92 -1.95 -2.23
H: -7.82 -0.86 -2.42
C: -0.46 2.39 2.51
C: 1.24 0.66 4.04
C: -1.54 0.33 4.01
C: 2.74 -3.03 -0.64
C: 4.04 -0.80 0.16
C: 3.20 -2.59 2.08
C: -2.25 -3.14 2.09
C: 0.05 -3.17 3.58
C: -0.01 -4.51 1.17
H: -7.37 -3.89 -3.01
H: -8.42 -2.23 -1.31
H: -1.24 2.48 1.73
H: 0.44 2.90 2.15
H: -0.82 2.89 3.42
H: 2.17 0.91 3.52
H: 1.37 -0.34 4.49
H: 1.07 1.39 4.84
H: -2.48 0.28 3.45
H: -1.59 1.16 4.73
H: -1.41 -0.62 4.56
H: 3.78 -3.35 -0.54
H: 2.58 -2.60 -1.64
H: 2.06 -3.87 -0.48
H: 4.85 -1.53 0.11
H: 4.28 -0.04 0.91
H: 3.92 -0.32 -0.82
H: 4.27 -2.72 1.89
H: 2.73 -3.56 2.22
H: 3.07 -1.97 2.98
H: -2.40 -4.12 2.54
H: -2.76 -3.10 1.13
H: -2.66 -2.35 2.73
H: -0.15 -4.22 3.84
H: -0.51 -2.54 4.27
H: 1.12 -2.98 3.74
H: -0.66 -5.27 1.64
H: 1.04 -4.78 1.37
H: -0.17 -4.54 0.08
C: -3.28 -1.30 -1.19
C: -2.81 -2.54 -1.67
C: -3.58 -3.33 -2.52
C: -4.78 -2.85 -2.98
C: -5.18 -1.55 -2.62
C: -4.52 -0.82 -1.67
S: -2.38 -0.41 -0.04
H: -1.71 -1.59 0.42
H: -1.84 -2.93 -1.37
H: -3.20 -4.30 -2.82
H: -5.39 -3.50 -3.60
H: -6.07 -1.07 -3.00
H: -5.01 0.10 -1.31
C: 4.11 3.67 -2.84
N: 3.43 3.12 -1.70
N: 2.10 2.74 -1.71
C: 1.87 2.03 -0.52
O: 0.88 1.21 -0.40
C: 3.02 2.21 0.29
C: 3.97 2.82 -0.52
C: 5.37 3.17 -0.14
C: 1.19 3.74 -2.16
C: 1.38 4.29 -3.43
C: 0.90 5.59 -3.70
C: 0.35 6.35 -2.66
C: 0.05 5.74 -1.43
C: 0.28 4.37 -1.26
H: 5.15 3.37 -2.77
H: 4.05 4.76 -2.88
H: 3.72 3.24 -3.77
H: 3.12 1.81 1.28
H: 6.03 3.30 -1.02
H: 5.38 4.12 0.45
H: 5.80 2.38 0.51
H: 1.95 3.75 -4.20
H: 0.92 6.01 -4.73
H: 0.16 7.41 -2.78
H: -0.45 6.30 -0.64
H: -0.14 3.84 -0.39

Output
**Molecular weight**: 599.7 g/mol
**Total charge**: +3
**Relative energy (zero: lowest compared OMol25 entry of this formula, charge and spin)**: 27.11 kJ/mol
**LUMO level**: -9.5 eV
**HOMO**: -0.5471 Eh
**Frontier orbital gap**: 5.35 eV

---

Molecular formula: C31H23KN5O4
Method: DFT, ωB97M-V with the def2-TZVPD basis set

Atoms and positions in Å:
K: -1.18 -0.99 0.55
O: -5.71 -2.78 0.36
C: -4.53 -2.02 0.31
O: -3.39 -2.56 0.39
C: -4.81 -0.61 0.23
C: -6.15 -0.08 0.10
C: -6.30 1.23 0.51
C: -5.19 2.05 0.72
C: -3.94 1.48 0.50
N: -3.70 0.18 0.34
C: -2.74 2.33 0.62
O: -3.00 3.42 1.19
O: -1.64 1.86 0.17
H: -5.48 -3.73 0.47
H: -6.98 -0.69 -0.18
H: -7.31 1.68 0.58
H: -5.25 3.04 0.98
N: -1.77 0.51 -2.52
C: -1.06 1.08 -3.50
C: 0.04 1.96 -3.40
C: 0.77 2.29 -4.51
C: 0.54 1.58 -5.69
C: -0.64 0.90 -6.00
C: -1.48 0.73 -4.89
C: -2.77 0.04 -4.98
C: -3.28 -0.47 -6.24
C: -4.47 -1.10 -6.33
C: -5.26 -1.31 -5.17
C: -4.75 -0.86 -3.95
C: -3.55 -0.15 -3.87
H: -1.69 0.97 -1.61
H: -2.90 0.20 -2.89
H: 0.30 2.41 -2.39
H: 1.36 3.26 -4.46
H: 1.34 1.59 -6.41
H: -0.85 0.47 -6.94
H: -2.73 -0.09 -7.09
H: -4.90 -1.28 -7.30
H: -6.30 -1.66 -5.08
H: -5.23 -1.04 -2.95
N: 6.13 -1.17 3.61
C: 7.08 -0.89 4.57
C: 8.46 -0.97 4.72
C: 9.02 -0.36 5.86
C: 8.28 0.29 6.84
C: 6.88 0.35 6.72
C: 6.32 -0.09 5.51
N: 5.03 0.08 5.10
C: 4.95 -0.63 3.97
C: 3.69 -0.72 3.23
C: 3.57 -1.19 1.90
C: 2.28 -1.25 1.28
N: 1.20 -0.87 1.94
C: 1.31 -0.51 3.23
C: 2.52 -0.41 3.89
H: 6.29 -1.66 2.71
H: 9.07 -1.55 3.97
H: 10.12 -0.47 5.96
H: 8.75 0.72 7.69
H: 6.23 0.81 7.50
H: 4.33 -1.61 1.22
H: 2.11 -1.52 0.27
H: 0.45 -0.05 3.67
H: 2.53 -0.13 4.97

Output
**Molecular weight**: 568.7 g/mol
**Total charge**: -1
**Relative energy (zero: lowest compared OMol25 entry of this formula, charge and spin)**: 0.00 kJ/mol
**LUMO level**: 0.9 eV
**HOMO**: -0.0841 Eh
**Frontier orbital gap**: 3.21 eV

---

Molecular formula: C6H10O
Method: DFT, ωB97M-V with the def2-TZVPD basis set

Atoms and positions in Å:
C: 1.68 -0.86 -0.09
C: 0.35 -0.16 -0.02
C: -0.56 0.16 -1.24
C: -1.56 0.46 -0.13
C: -0.95 -0.73 0.63
O: -1.03 1.57 0.61
C: 0.36 1.21 0.68
H: 2.40 -0.26 -0.65
H: 1.61 -1.84 -0.56
H: 2.08 -1.00 0.92
H: -0.26 0.91 -1.97
H: -0.93 -0.74 -1.74
H: -2.62 0.61 -0.34
H: -1.19 -1.74 0.28
H: -1.06 -0.66 1.72
H: 0.97 1.97 0.18
H: 0.72 1.11 1.72

Output
**Molecular weight**: 98.1 g/mol
**Relative energy (zero: lowest compared OMol25 entry of this formula, charge and spin)**: 94.95 kJ/mol
**LUMO level**: 0.9 eV
**HOMO**: -0.3451 Eh
**Frontier orbital gap**: 10.31 eV